Record 1
This record from the Open Molecules 2025 dataset describes a cluster of 2 separate species, C6H15BBrO2 in total. The level of theory is ωB97M-V/def2-TZVPD.

XYZ file:
```
25
Properties=species:S:1:pos:R:3:forces:R:3
C 0.281 1.143 -1.465 -0.069 0.012 0.155
C -0.905 2.073 -1.508 -0.001 0.061 0.007
O -1.135 2.520 -2.871 -0.014 0.016 0.012
C -2.194 1.439 -0.948 0.006 -0.067 0.154
B -3.031 0.659 -2.004 -0.105 0.109 -0.027
Br -2.429 -0.920 -2.896 0.080 -0.131 -0.039
H 0.485 0.837 -0.426 0.125 -0.111 -0.212
H 0.099 0.225 -2.025 -0.006 0.072 -0.036
H 1.167 1.635 -1.870 -0.040 0.011 -0.012
H -0.673 2.957 -0.904 0.017 -0.045 -0.010
H -1.642 3.338 -2.835 0.007 -0.070 0.014
H -2.830 2.216 -0.508 0.022 -0.021 -0.027
H -1.915 0.756 -0.133 0.029 0.054 -0.044
H -4.149 0.951 -2.298 0.023 0.052 0.002
C 0.640 -1.741 2.755 0.016 0.080 -0.025
C 1.497 -1.654 1.469 -0.056 -0.170 -0.049
C 2.959 -2.008 1.835 -0.014 0.085 -0.013
O 1.391 -0.468 0.849 -0.046 0.135 0.072
H 0.981 -0.969 3.455 -0.016 -0.017 0.008
H -0.402 -1.529 2.503 0.005 -0.003 0.006
H 0.695 -2.721 3.245 0.010 -0.015 0.003
H 1.142 -2.513 0.826 0.020 -0.003 0.049
H 3.343 -1.244 2.520 0.014 -0.021 -0.003
H 3.568 -1.983 0.929 0.000 -0.001 0.008
H 3.058 -2.995 2.305 -0.009 -0.014 0.010
```
Positions in Å, forces in eV/Å.

Values from the calculation:
- Multiplicity: 1
- Net charge: -1
- E_tot: -2986.96694 a.u.
- Largest force on an atom: 0.3 eV/A
- HOMO: -2.694 eV



Record 2
This record from the Open Molecules 2025 dataset describes a structure of composition C23H42Cl3HgN4O3SSi at a distorted geometry. The level of theory is ωB97M-V/def2-TZVPD.

XYZ file:
```
78
Properties=species:S:1:pos:R:3:forces:R:3
C 2.659 -2.576 -2.851 -0.882 -0.209 0.767
C 2.022 -1.576 -3.725 -0.105 0.468 -1.472
H 2.389 -3.595 -3.152 0.235 0.153 0.033
H 2.205 -2.403 -1.871 0.393 -0.389 -0.377
H 3.755 -2.502 -2.763 -0.370 0.126 -0.086
C 1.797 -1.846 -5.022 0.090 0.722 0.408
C 2.037 -3.152 -5.695 -0.169 -0.543 -0.462
H 1.446 -1.070 -5.699 -0.066 -0.143 0.302
H 1.575 -3.997 -5.152 0.291 0.300 -0.168
H 3.107 -3.377 -5.845 -0.342 0.032 0.064
H 1.550 -3.096 -6.683 0.329 -0.276 0.268
Hg 3.116 -0.581 0.427 -0.653 -0.412 1.038
Cl 3.070 1.258 1.821 0.133 0.161 -0.567
Cl 3.311 -2.849 0.041 0.462 0.107 0.651
C -0.306 3.309 1.941 -1.582 -0.987 0.527
O -1.074 2.490 2.443 1.325 1.118 -0.965
N -0.796 4.337 1.180 0.233 0.057 -0.190
C -2.196 4.293 0.754 0.343 -0.073 0.311
C 0.054 5.385 0.661 0.011 -0.151 -0.196
H 0.805 3.248 2.048 -0.532 0.260 0.020
H -2.810 3.984 1.608 0.054 0.073 -0.302
H -2.352 3.585 -0.077 -0.006 0.184 0.360
H -2.468 5.294 0.411 -0.110 -0.096 0.093
H 0.916 5.525 1.319 -0.085 -0.009 -0.108
H -0.524 6.314 0.628 0.186 0.004 0.072
H 0.413 5.177 -0.358 -0.029 0.030 0.114
H 0.158 -4.295 2.337 0.022 0.042 0.082
H -0.992 -3.414 0.252 -0.248 0.110 0.031
C -0.850 -4.601 2.631 -0.242 0.494 0.064
C -1.982 -3.546 0.717 0.058 -0.191 0.189
N -1.830 -3.646 2.154 -0.396 -0.369 -0.290
H -0.909 -4.643 3.723 0.126 -0.021 -0.169
C -2.371 -2.707 2.971 -0.398 1.098 0.074
O -3.161 -1.821 2.648 0.394 -1.142 -0.126
H -2.640 -2.702 0.485 0.209 -0.165 0.071
H -2.031 -2.804 4.012 -0.092 -0.186 -0.037
H -1.066 -5.590 2.218 -0.044 -0.047 0.034
H -2.423 -4.482 0.334 0.073 0.250 -0.054
O 1.040 -0.286 -1.868 -0.235 -0.019 0.014
C 1.743 -0.189 -3.115 -0.148 0.213 -0.116
C -0.150 0.382 -4.712 0.314 0.072 -0.090
C 1.098 0.714 -4.165 -0.118 0.298 0.149
H -0.706 -0.443 -4.264 0.274 0.262 -0.360
C -0.630 1.037 -5.851 0.323 -0.476 0.458
H 2.740 0.225 -2.882 -0.173 0.113 -0.005
C 1.792 1.823 -4.668 -0.111 -0.458 -0.393
H -1.591 0.712 -6.260 0.346 0.261 -0.036
C 0.178 1.982 -6.481 0.114 0.186 0.294
C 1.365 2.418 -5.869 -0.063 -0.302 0.123
H 2.704 2.151 -4.148 -0.344 -0.146 -0.444
H -0.134 2.366 -7.446 0.103 0.194 0.129
H 1.998 3.167 -6.354 -0.358 -0.164 0.221
Si -0.372 0.511 -1.249 0.366 -0.393 -0.591
Cl 0.036 -1.301 3.007 1.337 -0.843 0.459
C -1.932 -0.090 -2.129 -0.575 0.073 -0.138
C -0.118 2.333 -1.618 0.068 0.346 -0.157
C -0.523 0.065 0.535 0.130 0.324 -0.622
H -2.111 0.299 -3.144 0.141 -0.072 0.471
H -2.789 0.273 -1.525 0.374 -0.330 -0.114
H -1.987 -1.195 -2.177 0.018 0.457 0.134
H -0.274 -0.989 0.710 -0.153 0.205 -0.159
H -1.553 0.213 0.905 0.418 -0.045 -0.112
H 0.139 0.624 1.207 -0.231 -0.137 -0.206
H 0.071 2.550 -2.687 -0.216 -0.146 0.549
H 0.754 2.698 -1.050 -0.280 -0.029 -0.072
H -1.010 2.897 -1.301 0.398 -0.120 -0.110
S -1.391 0.805 4.697 0.043 0.015 1.671
C -0.821 0.335 6.184 -0.179 0.727 -1.313
N 0.463 0.476 6.621 0.787 0.139 -0.195
C 0.724 -0.232 7.862 0.661 0.596 -0.325
C -0.646 -0.771 8.260 -0.102 -0.280 -0.154
N -1.500 -0.234 7.219 -0.632 -0.486 0.525
H 1.219 0.752 5.992 -0.853 -0.362 0.222
H 1.106 0.480 8.597 0.077 -0.137 0.218
H 1.480 -1.005 7.703 -0.115 -0.127 0.159
H -0.949 -0.398 9.237 -0.023 -0.085 0.156
H -0.645 -1.871 8.279 -0.085 0.190 0.019
H -2.420 -0.609 7.073 0.085 0.105 -0.265
```
Positions in Å, forces in eV/Å.

Values from the calculation:
- Multiplicity: 1
- Net charge: -1
- E_tot: -3568.14801 a.u.
- Largest force on an atom: 2.0 eV/A
- Relative energy (zero: lowest compared OMol25 entry of this formula, charge and spin): 54.7 kcal/mol
- HOMO: -3.340 eV



Record 3
This record from the Open Molecules 2025 dataset describes the ion C5H11N3 with charge +2 at a distorted geometry. The level of theory is ωB97M-V/def2-TZVPD.

XYZ file:
```
19
Properties=species:S:1:pos:R:3:forces:R:3
C -0.255 -0.058 1.519 -1.497 -0.376 1.453
C -1.358 -0.768 0.687 -0.326 -0.500 -0.147
C 1.498 0.045 -1.861 1.740 -1.022 1.780
C 0.605 1.156 -1.683 -1.309 0.938 -0.081
C 0.473 0.001 -0.771 -0.807 -0.952 1.398
N 0.753 0.212 0.746 1.651 0.611 -1.734
N -0.437 0.280 2.826 3.397 0.616 -4.085
N -0.689 -0.981 -0.715 -2.203 3.098 0.930
H -1.867 -1.739 1.004 1.379 1.050 0.067
H -2.206 -0.100 0.612 -0.059 0.527 -0.346
H 1.456 -0.614 -2.678 -0.446 -0.780 -0.966
H 2.498 0.110 -1.460 0.314 0.174 -0.199
H 0.977 1.945 -1.105 0.623 1.495 0.379
H -0.076 1.487 -2.448 -0.494 -0.280 -0.077
H 1.653 0.697 1.055 -1.687 -0.841 -0.549
H -1.291 0.065 3.195 -2.515 -0.575 1.607
H 0.124 1.058 3.206 -0.459 -0.785 0.092
H -0.417 -1.911 -0.655 1.213 -2.423 -0.558
H -1.442 -0.884 -1.474 1.485 0.027 1.036
```
Positions in Å, forces in eV/Å.

Values from the calculation:
- Multiplicity: 1
- Net charge: +2
- SMILES: [NH2+]=C1C[NH2+]C2(CC2)N1
- E_tot: -360.68965 a.u.
- Largest force on an atom: 5.3 eV/A
- Relative energy (zero: lowest compared OMol25 entry of this formula, charge and spin): 71.0 kcal/mol
- HOMO: -19.341 eV



Record 4
This record from the Open Molecules 2025 dataset describes the ion C4H11N2OS with charge -1 at a distorted geometry. The level of theory is ωB97M-V/def2-TZVPD.

XYZ file:
```
19
Properties=species:S:1:pos:R:3:forces:R:3
C -0.793 -0.299 -0.495 -0.592 -1.719 1.275
N -0.854 -1.733 0.043 5.860 3.459 0.694
C 0.260 -2.629 -0.644 -1.707 1.188 -1.037
O 0.389 -2.324 -1.922 0.062 -0.576 -0.528
C -0.377 0.759 0.656 -0.597 -0.214 -3.503
C 1.133 1.016 0.377 -0.102 -1.288 -0.128
S 1.801 2.130 1.698 -0.079 -0.926 0.183
N -1.189 1.982 0.420 -0.744 -3.985 -0.616
H -1.806 -0.066 -0.853 0.163 0.287 0.174
H -0.125 -0.298 -1.405 -0.385 0.007 0.997
H -1.652 -2.173 -0.102 -4.600 -1.860 -1.220
H -0.170 -3.675 -0.434 0.853 0.679 0.253
H 1.181 -2.333 -0.140 0.423 -0.681 1.098
H -0.548 0.317 1.662 0.129 0.329 -0.689
H 1.349 1.507 -0.590 -0.653 -0.093 0.461
H 1.556 -0.044 0.227 0.145 1.650 0.980
H 2.438 3.012 0.950 0.233 0.238 -0.402
H -1.731 2.179 -0.402 0.474 -0.317 -0.015
H -0.861 2.670 0.955 1.118 3.823 2.021
```
Positions in Å, forces in eV/Å.

Values from the calculation:
- Multiplicity: 1
- Net charge: -1
- SMILES: N[C@H](CS)CNC[O-]
- E_tot: -741.87953 a.u.
- Largest force on an atom: 6.8 eV/A
- Relative energy (zero: lowest compared OMol25 entry of this formula, charge and spin): 105.0 kcal/mol
- HOMO: -2.713 eV



Record 5
This record from the Open Molecules 2025 dataset describes a cluster of 2 separate species, C2HBr2ClO in total at a distorted geometry. The level of theory is ωB97M-V/def2-TZVPD.

XYZ file:
```
7
Properties=species:S:1:pos:R:3:forces:R:3
C -2.093 -0.223 -1.828 0.500 -0.696 -1.368
C -2.076 -0.111 -0.513 -0.332 -1.662 0.242
O -1.974 -0.476 -2.967 -0.327 0.755 1.699
Cl 1.367 1.954 -0.116 -0.755 -0.571 -0.497
Br -2.575 1.312 0.548 -0.009 0.397 -0.036
Br -2.160 -1.927 0.297 0.185 1.245 -0.555
H 0.430 1.243 -0.710 0.738 0.532 0.515
```
Positions in Å, forces in eV/Å.

Values from the calculation:
- Multiplicity: 1
- SMILES: O=C=C(Br)Br.Cl
- E_tot: -5760.21132 a.u.
- Largest force on an atom: 1.9 eV/A
- Relative energy (zero: lowest compared OMol25 entry of this formula, charge and spin): 34.4 kcal/mol
- HOMO: -9.412 eV



Record 6
This record from the Open Molecules 2025 dataset describes a cluster of 7 separate species, C9H30F3N9O9S in total at a distorted geometry. The level of theory is ωB97M-V/def2-TZVPD.

XYZ file:
```
61
Properties=species:S:1:pos:R:3:forces:R:3
O -0.481 -1.011 -0.260 2.580 0.980 -0.078
H -1.207 -1.012 0.367 -2.521 0.404 1.404
H -0.676 -0.557 -1.083 -0.964 1.059 -1.443
H -0.332 -1.945 -0.428 0.289 -2.366 -0.116
C -4.812 -2.943 1.276 3.291 3.599 -0.206
F -4.619 -3.245 -0.005 0.105 -0.455 0.043
F -5.977 -2.528 1.480 -4.193 0.309 0.141
F -4.525 -3.912 2.071 0.646 -2.084 0.735
S -3.787 -1.337 1.815 0.139 1.661 1.029
O -4.640 -0.159 1.679 0.352 -1.375 -1.337
O -3.371 -1.443 3.193 -0.135 -1.519 0.600
O -2.582 -1.385 0.963 -0.010 -0.335 -0.934
C 3.159 -1.827 -0.921 0.684 -0.720 2.806
O 3.864 -1.689 0.081 -0.137 0.056 -0.677
N 2.682 -0.827 -1.617 -0.889 3.396 -1.647
N 2.632 -2.964 -1.329 0.082 -3.264 -0.004
H 2.860 0.102 -1.263 0.042 -0.139 -0.682
H 1.942 -1.031 -2.274 0.090 0.725 -0.008
H 2.082 -3.126 -2.160 0.199 0.221 0.257
H 2.911 -3.771 -0.789 -0.085 0.051 -0.274
C -0.479 -4.548 0.400 0.337 0.524 0.834
O -0.277 -3.529 -0.254 0.403 0.753 -1.223
N -1.476 -4.666 1.234 -2.161 0.704 0.784
N 0.375 -5.542 0.469 2.271 -1.782 -1.034
H -2.017 -3.813 1.267 -0.596 -0.370 0.518
H -1.680 -5.514 1.744 -0.202 0.537 -0.038
H 0.196 -6.378 1.006 0.199 0.220 -0.286
H 1.144 -5.503 -0.184 -0.165 -0.426 0.282
C -1.625 1.553 2.376 0.633 -1.775 0.007
O -1.171 1.540 1.234 1.126 -0.091 -1.598
N -2.447 2.468 2.778 -1.930 3.765 0.647
N -1.370 0.621 3.289 1.208 -1.366 1.445
H -2.758 2.606 3.729 0.027 -0.454 -0.225
H -2.514 3.293 2.198 -0.098 -0.182 0.042
H -1.152 -0.337 3.054 -0.112 0.311 -0.308
H -1.669 0.733 4.247 -0.276 -0.056 -0.365
C -1.688 1.209 -2.954 -1.326 1.163 -0.135
O -1.118 0.211 -2.592 1.691 -2.456 1.091
N -2.787 1.691 -2.383 -0.980 0.361 1.328
N -1.304 1.904 -4.007 1.728 0.705 -2.256
H -2.985 2.668 -2.543 -0.360 -0.281 0.309
H -2.997 1.279 -1.485 -0.300 0.322 0.091
H -1.749 2.739 -4.362 -0.051 -0.427 0.113
H -0.616 1.440 -4.582 -0.079 0.398 -0.047
C 3.758 1.852 1.282 0.575 0.199 -0.710
C 2.605 2.303 0.347 2.548 -0.911 1.732
C 2.957 3.087 -0.863 -1.832 1.745 -1.086
O 2.907 4.504 -0.620 0.867 -1.126 -0.391
C 3.045 5.193 -1.854 0.110 0.726 -0.561
N 1.665 1.242 0.084 0.576 1.134 2.167
H 3.419 1.037 1.922 0.214 0.116 0.180
H 4.097 2.704 1.871 -0.554 0.105 0.383
H 4.712 1.605 0.818 -0.300 -0.603 -0.553
H 2.106 2.924 1.091 -1.051 0.710 -0.279
H 2.104 2.938 -1.526 -0.046 -0.379 -0.655
H 3.837 2.719 -1.390 0.413 0.201 0.280
H 3.873 4.873 -2.486 0.611 -0.180 0.524
H 3.151 6.260 -1.654 0.078 -0.184 0.211
H 2.219 5.092 -2.558 -0.758 -0.282 0.438
H 1.829 0.518 0.769 -0.054 -1.150 -0.266
H 0.758 1.634 0.292 -1.951 -0.424 -0.999
```
Positions in Å, forces in eV/Å.

Values from the calculation:
- Multiplicity: 2
- Net charge: +1
- E_tot: -2228.44763 a.u.
- ⟨S²⟩: 0.756
- Largest force on an atom: 4.9 eV/A
- Relative energy (zero: lowest compared OMol25 entry of this formula, charge and spin): 0.0 kcal/mol
- HOMO (alpha / beta): -11.314 / -11.314 eV



What is the formula in the fourth record? C4H11N2OS



Which formula does entry 4 have? C4H11N2OS



Among the records above, which one has the highest largest force on an atom? C4H11N2OS



Among the records above, which one has the highest E_tot? C5H11N3